No. 1
C20H14Cl2N6O6PtS3 | ωB97M-V with the def2-TZVPD basis set

- Frontier orbital gap: 0.1688 Ha
- HOMO: -7.52 eV
- Energy relative to the best compared isomer or geometry (same formula, charge and spin): 39.97 kcal per mole

CARTESIAN COORDINATES (ANGSTROEM)
H1 3.282 -0.305 2.035
O1 -1.027 -2.124 -2.867
N1 4.281 0.201 -6.195
C1 3.584 -1.514 -4.629
C2 2.187 0.351 -5.000
H2 5.231 -0.119 -6.130
H3 4.173 1.147 -6.515
H4 4.881 -2.253 1.732
H5 1.916 1.292 -5.463
C3 3.367 -0.277 -5.282
H6 -1.105 2.926 -1.132
N2 2.123 -0.859 0.438
C4 -1.238 4.164 2.025
C5 -0.368 0.457 3.844
S1 -3.203 -0.841 -0.630
Cl1 0.020 -1.060 4.580
H7 -1.512 5.065 0.108
H8 4.487 -3.704 -0.278
H9 -0.472 1.478 5.726
N3 -0.820 1.841 0.576
C6 -0.560 1.587 4.654
C7 -0.500 0.520 2.467
C8 1.430 -1.549 -3.571
H10 1.426 0.403 -3.093
O2 -0.403 -0.496 1.653
N4 -4.078 1.587 -1.620
C9 4.044 -2.089 1.071
C10 -1.077 2.970 -0.054
C11 3.156 -1.036 1.244
C12 2.652 -2.136 -3.812
C13 -3.690 0.531 -1.197
C14 -0.776 1.811 1.939
O3 0.760 -3.776 -2.472
C15 -0.858 2.809 4.116
N5 0.661 -1.598 -1.133
H11 -3.893 1.969 -2.538
N6 2.750 -2.756 -0.822
H12 2.856 -3.105 -3.381
O4 -0.399 0.978 -2.133
O5 -1.841 1.838 -3.873
C16 -0.966 2.963 2.715
Cl2 -1.101 4.179 5.157
H13 -1.390 5.075 2.588
C17 1.910 -1.775 -0.502
C18 1.197 -0.173 -4.050
C19 3.807 -2.897 -0.024
S2 0.314 -2.423 -2.465
O6 -0.057 0.246 -4.487
Pt1 -0.320 0.103 -0.265
H14 4.524 -2.027 -4.807
C20 -1.299 4.161 0.660
S3 -1.334 0.607 -3.304

Atoms 1-3, force components in eV/Å:
H 0.015 0.002 -0.006
O 0.394 -0.057 0.179
N -0.009 -0.052 -0.081

No. 2
C3H10N2OS | ωB97M-V with the def2-TZVPD basis set

- Frontier orbital gap: 0.3286 Ha
- HOMO: -8.21 eV
- Energy relative to the best compared isomer or geometry (same formula, charge and spin): 68.64 kcal per mole

CARTESIAN COORDINATES (ANGSTROEM)
N1 -0.584 -1.200 0.596
C1 -0.820 -0.077 0.085
C2 -1.074 1.141 0.911
H1 3.390 0.362 0.747
S1 1.951 -0.157 -1.017
H2 -1.159 0.399 -2.251
H3 -0.680 -1.229 1.611
H4 -1.244 -1.187 -1.697
N2 2.420 0.320 0.626
C3 -1.353 -0.184 -1.312
O1 1.792 -1.720 -0.760
H5 2.096 1.208 0.619
H6 -1.883 1.787 0.460
H7 -0.132 1.735 0.829
H8 0.855 -1.991 -0.358
H9 -2.447 -0.135 -1.028
H10 -1.128 0.926 1.937

Atoms 1-3, force components in eV/Å:
N 0.107 -1.644 0.744
C -1.151 0.053 -0.285
C 1.037 1.811 -2.402

No. 3
C4H9NO | ωB97M-V with the def2-TZVPD basis set

- Frontier orbital gap: 0.3474 Ha
- HOMO: -8.47 eV
- Energy relative to the best compared isomer or geometry (same formula, charge and spin): 96.50 kcal per mole

CARTESIAN COORDINATES (ANGSTROEM)
H1 -1.811 -1.556 0.184
H2 2.849 0.108 0.738
C1 -1.209 -0.678 0.067
H3 0.730 -1.468 -0.757
H4 2.742 -0.067 -1.038
H5 2.631 1.546 -0.290
H6 -3.414 0.490 0.221
N1 -1.643 0.344 -0.809
H7 0.765 -1.334 0.994
H8 -0.889 1.016 -0.918
C2 -2.330 0.443 0.440
C3 0.375 -0.830 0.098
H9 -2.105 1.044 1.306
O1 0.952 0.450 -0.066
C4 2.358 0.492 -0.169

Atoms 1-3, force components in eV/Å:
H 0.467 -1.114 -1.202
H -0.135 0.011 -0.121
C -0.331 0.301 0.321

No. 4
C2H10N2 | ωB97M-V with the def2-TZVPD basis set

- Frontier orbital gap: 0.3798 Ha
- HOMO: -9.28 eV
- Energy relative to the best compared isomer or geometry (same formula, charge and spin): 3.63 kcal per mole

CARTESIAN COORDINATES (ANGSTROEM)
N1 -3.072 1.264 -0.130
C1 1.832 -0.654 -0.849
H1 -3.094 0.711 -0.978
N2 0.073 0.223 0.668
H2 -2.104 1.228 0.174
H3 0.171 1.030 0.075
H4 1.848 0.391 -1.184
H5 1.893 -0.658 1.321
H6 0.733 -1.747 0.587
C2 1.166 -0.742 0.515
H7 -3.566 0.707 0.557
H8 2.854 -1.026 -0.823
H9 1.243 -1.205 -1.575
H10 0.025 0.477 1.643

Atoms 1-3, force components in eV/Å:
N 0.064 -0.050 0.081
C -0.226 0.518 0.057
H -0.029 0.015 -0.123

No. 5
C20H24N5NiO4S | ωB97M-V with the def2-TZVPD basis set

- Frontier orbital gap (spin up / spin down): 0.1212 / 0.1225 Ha
- HOMO (spin up / spin down): -1.98 / -2.01 eV
- Net charge: -1

CARTESIAN COORDINATES (ANGSTROEM)
C1 -1.014 1.552 0.883
H1 -4.909 0.788 1.799
S1 -3.945 -4.794 0.384
H2 -1.390 -4.081 0.391
C2 -1.694 2.366 3.104
H3 -2.370 1.271 4.871
H4 -1.826 0.249 3.501
C3 -1.405 -3.095 -0.047
H5 6.795 0.261 -0.983
N1 0.142 1.168 1.215
O1 2.374 -1.040 -4.871
H6 -4.969 -2.266 -1.762
C4 -3.843 -3.299 -0.396
H7 2.761 0.103 2.187
O2 1.271 -0.260 -3.096
O3 -3.720 1.050 3.401
C5 2.301 -0.636 -3.714
H8 -5.777 -3.459 -0.898
H9 -2.178 3.295 3.426
C6 3.622 -0.488 -2.928
C7 4.838 -0.656 -3.571
H10 -3.295 0.031 1.647
C8 -0.253 -2.379 -0.177
H11 -3.373 2.084 0.224
C9 1.638 3.009 -0.025
O4 2.191 1.749 0.270
H12 -3.446 -0.793 -1.473
C10 -2.367 1.164 3.784
C11 2.029 -0.330 1.504
N2 3.530 -0.116 -1.641
C12 -1.358 -0.634 -1.182
H13 -0.632 2.412 3.344
C13 -3.845 0.918 1.998
H14 1.335 3.524 0.895
N3 -0.196 -1.148 -0.730
C14 -2.560 -1.274 -1.087
C15 5.913 0.024 -1.559
H15 4.814 -0.974 -4.603
C16 4.660 0.154 -0.990
N4 -1.856 2.228 1.658
H16 -3.768 3.053 1.675
N5 -5.040 -2.766 -0.884
Ni1 1.425 -0.026 -1.081
H17 2.554 -0.979 0.793
C17 6.009 -0.417 -2.877
C18 1.298 0.777 0.763
H18 1.309 -0.923 2.061
H19 2.420 3.584 -0.522
H20 -1.290 0.345 -1.647
H21 0.776 2.935 -0.690
C19 -3.263 2.154 1.306
H22 6.972 -0.557 -3.348
C20 -2.645 -2.569 -0.500
H23 0.687 -2.795 0.166
H24 4.563 0.504 0.030

Atoms 1-3, force components in eV/Å:
C -0.678 -0.867 -3.819
H -0.057 -0.005 -0.057
S 0.039 0.907 -0.427

No. 6
C12H25O4S | ωB97M-V with the def2-TZVPD basis set

- Frontier orbital gap: 0.3837 Ha
- HOMO: -13.01 eV
- Net charge: +1

CARTESIAN COORDINATES (ANGSTROEM)
C1 -0.003 3.317 -1.657
H1 2.286 1.643 -1.967
H2 -2.481 -3.517 2.792
C2 -2.371 -3.371 1.718
H3 2.841 -0.735 2.064
C3 0.199 -0.831 1.509
H4 -1.876 1.553 0.184
O1 -0.878 3.715 -0.943
H5 -1.865 -1.380 -0.252
H6 -3.837 -1.824 2.052
O2 -4.194 -2.766 0.275
O3 0.257 1.988 -1.770
H7 0.878 2.939 -4.344
O4 2.931 -1.460 0.127
C4 -3.271 -2.237 1.209
H8 1.722 4.525 -1.874
H9 -2.344 1.968 1.862
S1 -1.494 -0.203 1.797
H10 3.333 0.404 0.808
H11 1.162 1.115 1.270
H12 0.528 -1.165 2.494
H13 -4.274 -2.221 -0.517
H14 -0.640 2.007 1.359
C5 0.956 4.098 -2.525
C6 2.909 -2.765 0.674
H15 1.028 0.167 -0.206
C7 2.647 -0.417 1.031
H16 1.250 0.864 -3.181
H17 -3.219 -0.320 0.215
H18 3.308 -3.436 -0.083
H19 2.532 3.227 -3.804
C8 -2.511 -1.070 0.573
H20 3.535 -2.830 1.569
H21 0.434 4.914 -3.017
C9 1.214 0.103 0.866
C10 1.517 3.034 -3.466
H22 -2.669 -4.293 1.222
C11 1.415 1.775 -2.613
H23 0.054 -1.709 0.884
H24 1.894 -3.096 0.928
H25 -1.312 -3.212 1.509
C12 -1.591 1.500 1.231

Atoms 1-3, force components in eV/Å:
C -0.021 0.047 0.003
H 0.005 0.002 -0.005
H 0.020 0.010 -0.010